(1)
A cluster of 2 separate species, C6H13N3O in total at a distorted geometry. Source: OMol25; level of theory: ωB97M-V with the def2-TZVPD basis set.

Properties
Highest occupied orbital energy (eV): -9.47
SMILES: C[C@@]1(C[C@@H](N)C#N)CN1.O

```
! RIJCOSX wB97M-V def2-TZVPD def2/J DEFGRID3
* xyz 0 1
C 0.12 -3.77 1.20
C -1.38 -3.69 1.03
C -1.94 -2.30 0.72
C -1.40 -1.77 -0.61
N -1.75 -2.53 -1.81
C -1.72 -0.34 -0.87
N -1.36 0.79 -0.95
C -2.09 -4.89 0.54
N -2.22 -4.47 1.93
H 0.43 -4.80 1.44
H 0.66 -3.47 0.29
H 0.46 -3.11 2.01
H -3.03 -2.36 0.67
H -1.65 -1.61 1.53
H -0.30 -1.76 -0.53
H -0.91 -2.91 -2.22
H -2.70 -2.89 -1.76
H -3.00 -4.79 -0.06
H -1.50 -5.78 0.31
H -1.65 -5.05 2.54
O 0.35 -1.03 -3.05
H 0.86 -1.68 -2.54
H 0.31 -0.05 -2.57
*
```

(2)
A cluster of 2 separate species, C6H13N3O in total. Source: OMol25; level of theory: ωB97M-V with the def2-TZVPD basis set.

Properties
Highest occupied orbital energy (eV): -9.22
SMILES: C=C(C)C(N)=O.[H]/N=C(/C)N

```
! RIJCOSX wB97M-V def2-TZVPD def2/J DEFGRID3
* xyz 0 1
C 1.51 1.78 -0.79
C 1.67 0.77 0.05
C 2.83 -0.18 -0.06
C 0.75 0.49 1.21
N -0.34 1.29 1.33
O 0.98 -0.39 2.01
H 2.21 1.94 -1.60
H 0.72 2.50 -0.73
H 2.94 -0.55 -1.07
H 3.75 0.33 0.22
H 2.68 -1.02 0.63
H -0.69 1.84 0.57
H -0.99 1.06 2.06
H -1.23 0.72 -1.78
N -2.02 0.36 -1.26
C -1.77 -0.69 -0.60
C -2.87 -1.35 0.18
N -0.57 -1.34 -0.56
H -3.76 -0.73 0.14
H -3.09 -2.33 -0.25
H -2.56 -1.49 1.22
H 0.23 -0.94 -1.02
H -0.40 -2.06 0.12
*
```

(3)
The ion C6H13N4 with charge +1 at a distorted geometry. Source: OMol25; level of theory: ωB97M-V with the def2-TZVPD basis set.

Properties
Highest occupied orbital energy (eV): -13.35
SMILES: N#C[C@H](N)N1CC[NH2+]CC1

```
! RIJCOSX wB97M-V def2-TZVPD def2/J DEFGRID3
* xyz 1 1
N 3.36 -1.52 -0.12
C 2.84 -0.65 -0.65
C 1.68 0.65 -0.62
N 2.20 1.79 0.14
N 0.43 0.22 -0.19
C -0.31 -0.62 -1.10
C -1.82 -0.33 -1.03
N -2.20 -0.74 0.34
C -1.47 0.34 1.25
C 0.05 -0.08 1.17
H 1.71 0.97 -1.71
H 3.07 2.11 -0.39
H 2.31 1.62 1.18
H -0.18 -1.78 -0.79
H 0.13 -0.56 -2.07
H -1.81 0.78 -1.23
H -2.48 -0.82 -1.76
H -3.17 -0.83 0.51
H -1.56 -1.61 0.45
H -1.88 0.21 2.19
H -1.49 1.43 1.05
H 0.38 0.59 1.97
H 0.23 -1.18 1.42
*
```

(4)
The ion C6H13N5 with charge +2 at a distorted geometry. Source: OMol25; level of theory: ωB97M-V with the def2-TZVPD basis set.

Properties
Highest occupied orbital energy (eV): -15.91

```
! RIJCOSX wB97M-V def2-TZVPD def2/J DEFGRID3
* xyz 2 1
C -1.01 -1.88 0.83
C 0.27 0.45 -0.17
C -0.96 0.47 0.34
C 0.62 1.88 -0.44
C -1.70 1.82 0.42
C 1.29 -1.53 -0.18
N -1.58 -0.67 0.84
N 0.17 -2.29 0.43
N 2.34 -1.25 0.61
N 1.30 -1.77 -1.47
N -0.74 2.59 -0.48
H -1.57 -2.68 1.37
H 1.20 2.31 0.39
H 1.11 2.25 -1.50
H -2.69 1.64 0.03
H -1.73 2.28 1.37
H -2.59 -0.70 1.03
H 0.34 -3.33 0.47
H 3.20 -0.76 0.33
H 2.22 -1.24 1.60
H 1.92 -1.37 -2.09
H 0.50 -2.35 -1.88
H -0.61 3.60 -0.46
H -1.32 2.54 -1.36
*
```

Q: Which HOMO-LUMO gap values were calculated for the entries above? A: 9.769, 9.748, 10.032, 8.906, in eV.
Q: Which energy relative to the best compared isomer or geometry (same formula, charge and spin) values were calculated for the entries above? A: 81.27, 20.06, 75.79, 75.85, in kcal per mole.